# 1
ORCA calculation (wB97M-V/def2-TZVPD) on 2 unconnected molecules or ions with the total composition C5H14NO.

Calculated values
- Kohn-Sham gap (Eh) = 0.3472
- LUMO (eV) = -3.2594
- net charge = +1
- E_HOMO (eV) = -12.706

The geometry in XYZ format:
```
21
Properties=species:S:1:pos:R:3:nbo_charge:R:1
O -0.009 -0.469 -4.435 -0.974
N 0.396 0.365 -1.072 -0.686
C 0.826 0.453 2.877 -0.670
C 0.228 -1.649 1.489 -0.423
C -0.656 1.072 -0.209 -0.213
C 0.131 -0.357 1.830 -0.006
C -1.007 0.429 1.202 -0.445
H -1.690 1.039 -0.723 0.241
H 1.926 0.068 3.165 0.249
H 0.598 -0.808 -5.122 0.488
H -1.943 -0.242 0.943 0.239
H 0.619 0.645 -2.014 0.462
H 1.334 0.442 -0.659 0.440
H 0.047 -0.596 -1.019 0.455
H 1.137 -2.210 1.296 0.216
H -0.797 -0.214 -4.997 0.488
H -0.624 -2.252 1.198 0.211
H 0.250 0.874 3.743 0.270
H -0.433 2.041 -0.162 0.212
H -1.266 1.280 1.843 0.243
H 1.006 1.444 2.360 0.203
```

=====

# 2
ORCA calculation (wB97M-V/def2-TZVPD) on 2 unconnected molecules or ions with the total composition C5H14NO.

Calculated values
- Kohn-Sham gap (Eh) = 0.3262
- LUMO (eV) = -3.5292
- net charge = +1
- E_HOMO (eV) = -12.406

The geometry in XYZ format:
```
21
Properties=species:S:1:pos:R:3:nbo_charge:R:1
O 1.148 -1.165 0.843 -0.723
N -1.283 2.006 0.205 -0.487
C 1.000 -2.009 -0.265 0.265
C 1.480 -3.246 -0.198 -0.415
C 0.332 -1.433 -1.471 -0.670
C 0.112 2.528 0.223 -0.416
C -1.551 0.919 1.226 -0.427
H 2.069 -3.597 0.636 0.224
H 0.911 -0.588 -1.862 0.206
H -0.882 0.093 1.001 0.263
H -0.693 -1.111 -1.258 0.192
H -2.597 0.632 1.157 0.238
H 1.405 -3.894 -1.060 0.212
H 0.260 3.258 -0.564 0.245
H 0.284 2.942 1.212 0.238
H -1.971 2.752 0.308 0.437
H -1.412 1.357 2.211 0.234
H -1.462 1.547 -0.691 0.434
H 1.809 -0.505 0.577 0.470
H 0.270 -2.168 -2.270 0.251
H 0.770 1.683 0.039 0.228
```

=====

# 3
ORCA calculation (wB97M-V/def2-TZVPD) on 2 unconnected molecules or ions with the total composition C5H14NO.

Calculated values
- Kohn-Sham gap (Eh) = 0.3763
- LUMO (eV) = -4.4828
- net charge = +1
- E_HOMO (eV) = -14.723

The geometry in XYZ format:
```
21
Properties=species:S:1:pos:R:3:nbo_charge:R:1
O 0.647 0.840 0.786 -0.767
N -1.058 -1.197 1.087 -0.398
C 1.033 2.524 -0.925 -0.644
C -2.235 -0.896 1.442 0.114
C -0.639 -2.584 0.851 -0.451
C 0.686 0.075 -1.521 -0.652
C 1.263 1.069 -0.533 0.099
H -2.917 -1.702 1.694 0.218
H 0.574 1.711 1.203 0.504
H -0.034 2.755 -0.848 0.209
H -2.539 0.140 1.524 0.227
H 1.118 0.254 -2.506 0.250
H 1.570 3.162 -0.221 0.221
H -0.909 -3.173 1.723 0.242
H 2.342 0.950 -0.425 0.189
H 1.002 -0.942 -1.285 0.213
H -0.380 -0.409 0.800 0.482
H 1.381 2.752 -1.927 0.244
H 0.452 -2.615 0.818 0.242
H -0.391 0.199 -1.606 0.210
H -0.966 -2.915 -0.130 0.248
```

=====

# 4
ORCA calculation (wB97M-V/def2-TZVPD) on 2 unconnected molecules or ions with the total composition C5H14NO.

Calculated values
- Kohn-Sham gap (Eh) = 0.3723
- LUMO (eV) = -4.0520
- net charge = +1
- E_HOMO (eV) = -14.182

The geometry in XYZ format:
```
21
Properties=species:S:1:pos:R:3:nbo_charge:R:1
O -2.418 -3.284 1.038 -0.954
N -0.809 1.195 1.232 -0.733
C -0.437 0.088 0.056 0.163
C 0.026 -1.186 -0.012 -0.355
C 1.331 1.776 -0.875 -0.409
C -0.047 1.009 -1.104 -0.510
C 2.696 0.900 -0.629 -0.637
H 3.266 0.772 -1.677 0.236
H -1.817 1.355 1.168 0.452
H -0.756 1.731 -1.450 0.242
H 0.717 -1.484 -0.805 0.246
H 0.106 0.387 -2.020 0.252
H -0.432 0.911 2.147 0.458
H 2.446 -0.117 -0.256 0.204
H 1.566 2.507 -1.785 0.253
H 3.411 1.404 0.100 0.240
H -2.047 -4.153 0.824 0.475
H 1.256 2.595 0.041 0.165
H -0.343 2.094 0.941 0.457
H -0.400 -2.121 0.445 0.271
H -3.379 -3.498 0.790 0.484
```

=====

# 5
ORCA calculation (wB97M-V/def2-TZVPD) on a molecular structure, C5H14NO.

Calculated values
- Kohn-Sham gap (alpha / beta) (Eh) = 0.2291 / 0.2778
- LUMO (alpha / beta) (eV) = -2.7263 / -8.3529
- 2S+1 = 3
- net charge = +1
- E_HOMO (alpha / beta) (eV) = -8.959 / -15.911

The geometry in XYZ format:
```
21
Properties=species:S:1:pos:R:3:nbo_charge:R:1
O 1.588 -1.421 0.233 -0.563
N -0.478 -0.207 -0.047 -0.032
C -1.256 0.859 0.717 -0.445
C 1.245 -0.225 0.609 0.016
C -0.701 -0.025 -1.453 -0.476
C 1.959 0.925 0.098 -0.708
C -0.942 -1.511 0.419 -0.429
H 1.405 1.878 0.274 0.228
H -1.770 0.087 -1.786 0.269
H -0.361 -0.962 -1.998 0.238
H -0.415 -2.195 -0.076 0.236
H -0.067 0.780 -1.783 0.247
H 2.289 0.950 -0.942 0.227
H 0.824 0.078 1.529 0.225
H 2.424 -1.445 -0.274 0.507
H -1.975 -1.660 0.041 0.246
H -2.261 0.587 0.903 0.251
H -0.868 0.940 1.756 0.235
H -1.110 1.832 0.163 0.243
H -0.799 -1.519 1.490 0.234
H 2.838 0.885 0.721 0.253
```

=====

What is the formula in the third record? C5H14NO